Entry 1:
Density functional theory data (wB97M-V/def2-TZVPD) for C7H7F4N in the gas phase in a non-equilibrium geometry.

Last column: Löwdin charge in e.
CARTESIAN COORDINATES (ANGSTROEM)
F 3.168 -1.067 0.439  0.07
F -1.327 -1.880 0.718  0.04
F 0.439 2.500 0.717  0.03
F 1.743 0.749 -1.689  0.01
N 0.954 -1.498 0.438  0.24
C 0.470 1.176 0.285  -0.13
C -1.832 0.914 1.144  -0.01
C -0.636 -1.227 -1.406  0.05
C 1.845 0.834 -0.306  -0.09
C 1.874 -0.697 0.200  -0.23
C -0.580 0.383 0.509  -0.12
C -0.367 -1.065 0.147  -0.48
H -1.619 -1.008 -1.661  0.07
H -2.080 1.832 0.739  0.05
H 2.670 1.404 0.005  0.14
H -2.694 0.168 1.061  0.12
H 0.053 -0.515 -1.851  0.08
H -0.370 -2.185 -1.697  0.07
H -1.711 1.180 2.209  0.10

Computed properties:
Energy relative to the best compared isomer or geometry (same formula, charge and spin), kcal per mole: 2.1
Frontier orbital gap, eV: 10.32
SMILES string: CC1=C(F)[C@H](F)C(F)=N[C@@]1(C)F
Total charge: 0
Calculated total energy, eV: -19731.0083
Maximum force, Eh/bohr: 0.114
E_LUMO, eV: 0.27

Entry 2:
Density functional theory data (wB97M-V/def2-TZVPD) for 2 unconnected molecules or ions with the total composition C7H7FNO2S in a non-equilibrium geometry.

Last column: Löwdin charge in e.
CARTESIAN COORDINATES (ANGSTROEM)
S 3.580 -0.090 -0.418  0.96
F -0.294 -1.396 -1.837  0.01
O -1.872 -3.376 0.680  -0.08
O 0.223 -2.567 0.416  -0.06
N 2.427 2.009 0.551  0.00
C -1.334 -2.098 -1.306  -0.26
C 3.580 1.623 0.077  -0.45
C -0.967 -2.736 0.080  -0.67
C 1.498 0.992 0.675  -0.41
C -2.550 -2.080 -1.854  0.06
C 0.210 1.407 1.346  -0.01
C 2.002 -0.186 0.283  -0.36
H -0.259 2.119 0.619  0.10
H 0.373 1.750 2.264  0.03
H -3.279 -2.675 -1.221  0.09
H 1.468 -1.042 0.283  -0.01
H -2.635 -1.612 -2.730  0.00
H -0.354 0.547 1.289  0.05
H 4.500 2.071 -0.080  0.02

Computed properties:
Frontier orbital gap, eV: 7.73
Total charge: -1
Calculated total energy, eV: -26510.5022
Maximum force, Eh/bohr: 0.116
E_LUMO, eV: 2.84

Entry 3:
Density functional theory data (wB97M-V/def2-TZVPD) for a molecular structure, C7H7I in a non-equilibrium geometry.

Last column: Löwdin charge in e.
CARTESIAN COORDINATES (ANGSTROEM)
I -3.585 0.808 0.010  0.79
C -2.369 -2.178 0.092  -0.25
C -0.685 -0.183 0.064  -0.01
C -2.382 -3.280 -0.343  0.17
C 2.654 1.387 0.216  -0.12
C 0.369 0.329 -0.175  -0.12
C -2.370 -0.891 0.603  -0.65
C 1.372 1.283 -0.566  -0.31
H 3.128 2.394 -0.076  0.10
H 2.287 1.456 1.238  0.07
H -2.206 -0.805 1.664  0.05
H 3.405 0.620 -0.098  0.09
H 1.780 1.117 -1.584  0.13
H 0.942 2.187 -0.456  0.07
H -2.339 -4.245 -0.590  0.00

Computed properties:
Energy relative to the best compared isomer or geometry (same formula, charge and spin), kcal per mole: 67.8
Frontier orbital gap, eV: 9.12
Total charge: 0
Calculated total energy, eV: -15466.6245
Maximum force, Eh/bohr: 0.128
E_LUMO, eV: -0.20

Entry 4:
Density functional theory data (wB97M-V/def2-TZVPD) for 2 unconnected molecules or ions with the total composition C7H7IN2O in a non-equilibrium geometry.

Last column: Löwdin charge in e.
CARTESIAN COORDINATES (ANGSTROEM)
I 0.211 1.931 -2.287  0.96
O -3.240 1.828 1.277  0.05
N -0.836 0.843 2.448  0.13
N -0.031 0.391 0.477  0.00
C -2.312 1.433 0.614  -0.24
C 0.916 0.098 1.315  -0.14
C -0.035 0.051 -1.489  -0.62
C 1.149 -0.837 -1.664  -0.32
C 1.093 -2.157 -1.696  0.05
C -1.106 0.804 1.130  -0.36
C 0.438 0.373 2.580  -0.11
H 1.996 -2.732 -1.835  0.08
H 1.025 0.232 3.437  0.08
H -1.056 -0.524 -1.489  0.13
H 1.794 -0.261 0.939  0.08
H 0.204 -2.554 -1.402  0.04
H -2.411 1.564 -0.486  0.09
H 2.200 -0.483 -1.870  0.11

Computed properties:
Energy relative to the best compared isomer or geometry (same formula, charge and spin), kcal per mole: 62.2
Frontier orbital gap, eV: 7.87
Total charge: 0
Calculated total energy, eV: -20496.8890
Maximum force, Eh/bohr: 0.119
E_LUMO, eV: -0.83

Entry 5:
Density functional theory data (wB97M-V/def2-TZVPD) for a molecular structure, C7H7IS in a non-equilibrium geometry.

Last column: Löwdin charge in e.
CARTESIAN COORDINATES (ANGSTROEM)
I -4.032 -0.423 -0.065  0.91
S -2.622 2.317 -0.081  0.70
C 0.029 0.843 -0.824  -0.09
C -1.009 0.075 -0.219  -0.44
C -2.275 0.647 0.015  -1.19
C 1.571 -0.989 -0.555  -0.09
C 1.306 0.360 -0.952  -0.09
C 0.511 -1.820 -0.216  -0.07
C -0.808 -1.300 -0.051  -0.08
H -1.255 -0.155 2.460  0.14
H 0.851 -2.770 -0.103  0.06
H -1.365 2.814 -0.324  -0.11
H 2.144 1.011 -1.346  0.12
H 2.621 -1.483 -0.623  0.13
H -1.710 -1.781 0.245  0.02
H -0.099 1.835 -1.285  0.09

Computed properties:
Energy relative to the best compared isomer or geometry (same formula, charge and spin), kcal per mole: 58.6
Frontier orbital gap (alpha / beta), eV: 6.78 / 8.41
Total charge: 0
Calculated total energy, eV: -26303.5110
Maximum force, Eh/bohr: 0.066
E_LUMO (alpha / beta), eV: -0.27 / -0.82

Entry 6:
Density functional theory data (wB97M-V/def2-TZVPD) for 2 unconnected molecules or ions with the total composition C7H7N2O2 in a non-equilibrium geometry.

Last column: Löwdin charge in e.
CARTESIAN COORDINATES (ANGSTROEM)
O 1.175 1.039 4.224  -0.05
O -0.513 -0.298 3.576  -0.09
N -1.762 -0.262 1.082  0.08
N -2.358 -0.279 -1.039  0.08
C -0.686 0.142 0.358  -0.01
C 2.619 -0.152 1.909  -0.09
C 1.375 0.109 2.181  -0.04
C -1.048 0.117 -0.958  -0.33
C 0.560 0.293 3.450  -0.80
C -2.749 -0.506 0.196  -0.17
C -0.240 0.441 -2.169  -0.04
H -0.297 1.503 -2.416  0.08
H -1.682 -0.384 2.087  0.09
H 2.991 -0.281 0.904  0.01
H -0.608 -0.127 -3.021  0.07
H -3.736 -0.834 0.465  0.11
H 0.805 0.190 -1.992  0.07
H 3.362 -0.236 2.700  0.04

Computed properties:
Energy relative to the best compared isomer or geometry (same formula, charge and spin), kcal per mole: 7.3
Spin multiplicity: 3
Frontier orbital gap (alpha / beta), eV: 5.98 / 5.09
Total charge: -1
Calculated total energy, eV: -14443.3346
Maximum force, Eh/bohr: 0.100
E_LUMO (alpha / beta), eV: 3.49 / 1.04

Entry 7:
Density functional theory data (wB97M-V/def2-TZVPD) for 2 unconnected molecules or ions with the total composition C7H7N3O in a non-equilibrium geometry.

Last column: Löwdin charge in e.
CARTESIAN COORDINATES (ANGSTROEM)
O 1.396 2.224 2.213  0.11
N 1.825 -2.034 0.494  -0.04
N 0.896 -2.585 1.021  0.18
N 4.358 -0.564 -1.668  0.15
C 2.081 2.238 -0.067  0.00
C -1.603 -0.893 0.169  -0.10
C 0.474 0.653 0.810  0.01
C 3.535 -0.894 -0.914  -0.27
C 2.517 -1.426 -0.224  -0.04
C -0.407 -0.151 0.673  -0.08
C 1.446 1.661 1.162  -0.49
H -1.449 -1.090 -0.932  0.09
H -1.462 -2.004 0.515  0.08
H 1.118 -3.102 1.843  0.08
H 2.728 3.038 0.270  0.09
H 1.220 2.767 -0.484  0.11
H -2.548 -0.523 0.521  0.06
H 2.463 1.542 -0.718  0.03

Computed properties:
Energy relative to the best compared isomer or geometry (same formula, charge and spin), kcal per mole: 98.2
Spin multiplicity: 3
Frontier orbital gap (alpha / beta), eV: 6.91 / 7.01
Total charge: 0
Calculated total energy, eV: -13881.0976
Maximum force, Eh/bohr: 0.125
E_LUMO (alpha / beta), eV: 0.18 / -3.08

Entry 8:
Density functional theory data (wB97M-V/def2-TZVPD) for 2 unconnected molecules or ions with the total composition C7H7N3O2 in a non-equilibrium geometry.

Last column: Löwdin charge in e.
CARTESIAN COORDINATES (ANGSTROEM)
O -0.774 3.837 1.493  0.04
O 2.029 1.834 1.232  0.04
N 0.070 1.164 2.219  -0.02
N -0.704 3.230 0.517  0.14
N -0.673 1.208 1.136  -0.02
C -0.401 0.429 0.068  -0.26
C 0.380 -1.678 -0.771  -0.12
C 0.346 -0.738 0.220  -0.05
C -0.358 -1.516 -1.926  -0.09
C -1.216 0.587 -1.165  -0.04
C -1.139 -0.351 -2.070  -0.14
C 1.382 1.551 2.199  -0.37
H -1.697 -0.190 -3.001  0.11
H 0.884 -2.613 -0.571  0.10
H -0.371 1.137 3.151  0.16
H -1.766 1.539 -1.092  0.10
H 1.856 1.750 3.233  0.15
H -0.164 -2.300 -2.747  0.13
H 0.731 -1.134 1.199  0.13

Computed properties:
Energy relative to the best compared isomer or geometry (same formula, charge and spin), kcal per mole: 133.7
Frontier orbital gap (alpha / beta), eV: 7.48 / 6.76
Total charge: 0
Calculated total energy, eV: -15932.7282
Maximum force, Eh/bohr: 0.129
E_LUMO (alpha / beta), eV: -0.24 / -1.01

Entry 9:
Density functional theory data (wB97M-V/def2-TZVPD) for 2 unconnected molecules or ions with the total composition C7H7N3O2 in a non-equilibrium geometry.

Last column: Löwdin charge in e.
CARTESIAN COORDINATES (ANGSTROEM)
O 4.722 1.050 0.406  0.38
O 1.481 -2.471 -0.502  0.14
N 3.673 1.308 0.383  0.38
N 2.585 -0.602 -0.378  0.11
N 1.516 -1.288 -0.250  -0.29
C 0.190 0.832 -0.367  0.04
C -2.027 -1.075 0.691  0.09
C -0.706 -1.372 0.431  0.05
C 0.250 -0.516 -0.041  -0.06
C -0.899 1.590 -0.642  0.01
C -2.689 0.150 0.267  0.04
C -2.207 1.241 -0.351  -0.01
H 1.256 1.232 -0.435  0.13
H -2.681 -1.767 1.255  0.16
H 3.467 -1.139 -0.726  0.17
H -0.443 -2.329 0.851  0.15
H -2.915 2.234 -0.483  0.21
H -0.873 2.712 -0.817  0.17
H -3.700 0.210 0.708  0.15

Computed properties:
Frontier orbital gap, eV: 7.58
Total charge: +2
Calculated total energy, eV: -15911.8764
Maximum force, Eh/bohr: 0.092
E_LUMO, eV: -11.01

Entry 10:
Density functional theory data (wB97M-V/def2-TZVPD) for a molecular structure, C7H7N3O5Pt in a non-equilibrium geometry.

Last column: Löwdin charge in e.
CARTESIAN COORDINATES (ANGSTROEM)
Pt -0.886 -1.376 -0.484  1.28
O 0.862 -1.238 -2.029  0.02
O -1.194 0.793 3.177  0.37
O -1.825 -0.609 1.466  0.01
O 2.212 3.695 1.147  0.19
O 2.745 0.088 -2.310  0.33
N -2.673 -2.360 -1.251  -0.05
N 0.328 0.205 0.152  -0.03
N -1.816 -3.333 -0.670  -0.05
C 1.653 2.563 0.782  -0.23
C -1.180 0.256 2.033  -0.44
C 2.047 1.809 -0.335  0.11
C 1.697 -0.365 -1.882  -0.45
C 0.613 2.086 1.603  0.13
C 0.006 0.922 1.238  -0.13
C 1.340 0.663 -0.569  -0.08
H -2.879 -2.513 -2.233  0.14
H 2.866 2.110 -0.971  0.15
H -3.523 -2.208 -0.719  0.14
H -1.452 -3.997 -1.344  0.14
H 2.943 3.983 0.579  0.16
H -2.211 -3.810 0.134  0.14
H 0.325 2.638 2.486  0.16

Computed properties:
Energy relative to the best compared isomer or geometry (same formula, charge and spin), kcal per mole: 0.0
Spin multiplicity: 5
Frontier orbital gap (alpha / beta), eV: 9.14 / 6.36
Total charge: +2
Calculated total energy, eV: -25304.0039
Maximum force, Eh/bohr: 0.035
E_LUMO (alpha / beta), eV: -7.60 / -11.25